[1]
ORCA calculation (the ωB97M-V functional and the def2-TZVPD basis) on a structure of composition C8H16Ag3BBr8F4 in a non-equilibrium geometry.

```
40
Properties=species:S:1:pos:R:3:forces:R:3
Ag -25.8876 19.8668 -17.0897 0.2 -0.1 -0.2
Ag -20.9065 22.6111 -14.5358 0.3 -0.2 -0.1
Ag -23.7086 13.2412 -16.4676 0.3 0.0 -0.1
B -21.4382 18.1283 -16.9802 3.6 0.6 1.3
F -20.1162 17.7115 -17.0777 0.9 -0.8 -0.8
F -21.4643 19.4192 -17.4476 -1.0 2.0 -0.5
F -22.2725 17.3434 -17.6443 -2.4 -1.8 -1.3
F -21.6280 18.1274 -15.6066 -1.7 0.2 1.6
Br -19.9755 22.1146 -25.7751 0.1 0.0 0.0
C -21.2750 21.2317 -24.6191 -0.6 -0.8 -1.4
C -21.6635 19.8876 -25.3550 0.6 0.9 1.1
Br -22.9096 18.8124 -24.1974 0.7 0.6 -0.7
H -22.1229 21.9167 -24.6233 0.1 -0.2 0.5
H -20.7683 21.1290 -23.6595 -0.4 -0.3 -0.1
H -20.7428 19.3365 -25.5469 -0.3 -0.4 0.4
H -22.1280 20.0478 -26.3279 -0.3 0.2 0.4
Br -19.5295 11.4532 -19.6915 0.3 0.3 -0.9
C -18.8128 12.2482 -21.3862 -0.3 0.8 -0.1
C -17.4580 12.8709 -21.1482 1.1 -0.6 0.1
Br -16.8068 13.6243 -22.8618 -0.4 0.1 0.7
H -19.4698 13.0626 -21.6913 -0.3 -0.1 0.5
H -18.8885 11.5575 -22.2261 0.4 -0.5 0.6
H -16.6308 12.2142 -20.8788 -0.5 -0.6 -0.2
H -17.4366 13.5741 -20.3156 -0.4 0.6 -0.6
Br -13.2145 20.8473 -20.6868 -0.4 0.6 0.9
C -13.7783 21.7580 -18.9986 -0.4 -0.8 0.5
C -14.6650 20.8147 -18.2038 -0.1 -0.1 0.0
Br -15.3919 21.8030 -16.5923 0.4 -0.5 -0.8
H -14.4392 22.6042 -19.1864 0.8 0.3 -0.5
H -12.8791 21.9615 -18.4170 -0.1 0.4 -0.4
H -14.1425 19.9400 -17.8167 -0.2 0.2 0.0
H -15.5225 20.5358 -18.8162 0.0 -0.1 0.4
Br -16.3151 13.6447 -13.7126 -0.1 0.9 0.8
C -16.6438 14.9722 -12.2501 -0.1 0.5 0.0
C -17.7597 14.5101 -11.3342 -0.1 -0.9 -0.5
Br -17.0929 12.8686 -10.4637 -0.7 0.4 0.0
H -16.9145 15.9036 -12.7475 -0.1 -0.1 -0.2
H -15.7246 15.1606 -11.6953 0.1 -0.4 -0.3
H -18.6422 14.3307 -11.9483 0.1 -0.7 0.0
H -18.1539 15.1447 -10.5404 0.9 0.4 0.0
```
Positions in Å, forces in eV/Å.

The LUMO energy comes out at -9.269 eV. Its gap between HOMO and LUMO is 3.24 eV. As for the HOMO energy: -12.51 eV. Its charge is +2. The energy above the lowest of the compared OMol25 structures with the same formula, charge and spin comes out at 542.71 kJ/mol. The calculation puts the maximum force at 0.0748 hartree/bohr.

---

[2]
ORCA calculation (the ωB97M-V functional and the def2-TZVPD basis) on a cluster of 2 separate species, C2H9N3 in total in a non-equilibrium geometry.

```
14
Properties=species:S:1:pos:R:3:forces:R:3
C -3.6083 -1.8682 1.4395 1.1 0.2 0.9
N -4.6170 -1.2503 1.8721 -1.3 0.1 -2.7
H -3.0236 -1.4981 0.5917 0.2 0.7 0.4
H -3.0854 -2.6714 1.9800 -0.8 -0.9 -0.5
H -5.4057 -1.8215 2.1658 0.7 0.0 1.9
N 2.0454 2.1055 -1.1792 0.4 -0.2 0.3
C 1.7040 0.7623 -0.8002 1.1 -0.7 0.5
N 2.8761 -0.1366 -0.6174 -0.2 0.7 -0.2
H 1.5387 2.8424 -0.7273 -0.1 0.1 -0.3
H 2.3302 2.2548 -2.1291 -0.3 0.2 -0.1
H 1.0076 0.2598 -1.4725 -0.2 0.0 0.1
H 1.3649 0.7860 0.2332 -0.9 0.2 -0.2
H 3.4097 0.3615 0.0906 0.3 -0.3 -0.1
H 3.4634 -0.1262 -1.4472 -0.1 -0.1 0.0
```
Positions in Å, forces in eV/Å.

The LUMO energy comes out at 0.972 eV. Its gap between HOMO and LUMO is 10.02 eV. As for the HOMO energy: -9.05 eV. As for the SMILES: C=N.NCN. Its charge is 0. The energy above the lowest of the compared OMol25 structures with the same formula, charge and spin comes out at 230.65 kJ/mol. The calculation puts the maximum force at 0.0582 hartree/bohr.

---

[3]
ORCA calculation (the ωB97M-V functional and the def2-TZVPD basis) on an isolated molecule of C6H12O.

```
19
Properties=species:S:1:pos:R:3:forces:R:3
C 1.8396 -0.7360 -0.6700 0.0 0.0 0.0
C 0.6570 -0.2568 0.1710 -0.1 0.1 -0.3
O 1.0205 -0.2453 1.5546 0.2 0.2 0.1
C 0.1619 1.1503 -0.2547 0.0 -0.1 0.0
C -1.2601 1.2190 0.3025 0.0 0.0 0.0
C -1.8099 -0.1747 -0.0242 -0.1 -0.1 0.0
C -0.6093 -1.1440 0.0964 0.0 0.0 0.0
H 2.6178 0.0376 -0.6925 -0.1 -0.1 0.0
H 1.5413 -0.9360 -1.7049 0.0 0.1 0.1
H 2.2831 -1.6473 -0.2549 -0.2 0.1 0.0
H 1.7517 0.3777 1.6567 -0.1 -0.1 0.1
H 0.8258 1.9474 0.1085 -0.1 -0.2 0.0
H 0.1454 1.2206 -1.3518 0.0 -0.1 0.2
H -1.2160 1.3901 1.3840 -0.1 -0.1 -0.1
H -1.8931 1.9968 -0.1379 0.3 0.0 0.1
H -2.1756 -0.1640 -1.0584 0.0 -0.1 0.1
H -2.6526 -0.4484 0.6173 0.1 0.0 -0.1
H -0.5624 -1.8399 -0.7494 0.0 0.2 0.1
H -0.6651 -1.7472 1.0077 0.1 0.1 -0.1
```
Positions in Å, forces in eV/Å.

The LUMO energy comes out at 0.962 eV. Its gap between HOMO and LUMO is 11.09 eV. As for the HOMO energy: -10.13 eV. As for the SMILES: CC1(O)CCCC1. Its charge is 0. The energy above the lowest of the compared OMol25 structures with the same formula, charge and spin comes out at 3.78 kJ/mol. The calculation puts the maximum force at 0.0073 hartree/bohr.